1.
The following is a quantum chemistry calculation of 2 unconnected molecules or ions with the total composition C3H9N3, from OMol25.

XYZ file:
```
15
Properties=species:S:1:pos:R:3:lowdin_charge:R:1
C 1.9066 -0.7598 -2.3328 -0.341
C 2.6452 -1.3236 -0.1440 -0.307
N 1.6047 -1.0995 -0.9887 -0.288
H 2.7996 -0.1084 -2.4647 0.034
H 1.0374 -0.2485 -2.7147 0.025
H 2.1359 -1.6794 -2.9186 0.030
H 2.4212 -1.7985 0.8037 -0.058
H 3.6127 -1.1422 -0.5414 -0.065
N -2.3560 2.0494 1.7423 0.042
C -1.7552 0.9004 1.2840 -0.395
N -2.3784 0.1829 0.4458 0.041
H -3.3500 2.1212 1.5777 0.076
H -2.1678 2.3899 2.6684 0.063
H -0.8177 0.5475 1.7099 0.114
H -1.8125 -0.3971 -0.1633 0.029
```

Results
Multiplicity: 2
LUMO energy (alpha / beta) in Ha: 0.1300 / 0.1295
⟨S²⟩: 0.75
Total charge: -1


2.
The following is a quantum chemistry calculation of a molecular structure, C3H9N3, from OMol25.

XYZ file:
```
15
Properties=species:S:1:pos:R:3:lowdin_charge:R:1
C -0.7049 0.4358 -1.2620 -0.319
C 0.6802 0.9229 -0.9944 -0.012
N -1.1603 -0.4717 1.4551 0.039
N 1.1702 -0.0564 0.5216 0.054
C -0.3342 -1.0958 0.4660 -0.431
N -0.6367 -0.9656 -0.8517 -0.083
H -1.1096 0.5381 1.4214 0.058
H -1.0068 -0.8089 2.3948 0.063
H 1.6035 0.3911 1.3315 0.080
H 1.8150 -0.7501 0.1541 0.073
H -1.4586 1.0214 -0.7171 0.092
H -0.9141 0.4545 -2.3344 0.105
H -0.1607 -2.1412 0.7257 0.113
H 1.4085 0.6122 -1.7389 0.089
H 0.8083 1.9138 -0.5716 0.078
```

Results
LUMO energy in Ha: 0.0296


3.
The following is a quantum chemistry calculation of a molecular structure, C3H9N3, from OMol25.

XYZ file:
```
15
Properties=species:S:1:pos:R:3:lowdin_charge:R:1
C -0.8149 0.2636 -0.3139 -0.398
C 0.8599 0.5810 0.7082 -0.119
N -1.9220 1.1202 -0.2192 0.044
N -1.2339 -1.0715 -0.2502 0.045
C 1.7535 -0.1380 -0.1700 -0.393
N 2.0887 -1.3429 -0.2046 0.067
H -0.1714 0.4704 -1.3114 0.128
H -2.4954 0.9937 0.6106 0.087
H -1.7692 2.0774 -0.4965 0.082
H -0.4810 -1.7290 -0.4419 0.072
H -1.7776 -1.3302 0.5691 0.087
H 2.5273 -2.0561 0.3674 0.049
H 0.9389 0.2450 1.7446 0.069
H 1.0666 1.6506 0.6984 0.064
H 1.4304 0.2659 -1.2906 0.114
```

Results
LUMO energy in Ha: 0.0351


4.
The following is a quantum chemistry calculation of a gas-phase ion, C3H9N3 (charge +1), from OMol25.

XYZ file:
```
15
Properties=species:S:1:pos:R:3:lowdin_charge:R:1
C -0.7035 1.0213 -1.2678 -0.077
C 0.0214 1.3610 0.0021 -0.159
N 0.1311 0.2502 1.0132 0.123
C 0.4378 -1.0693 0.7300 -0.468
N -0.5231 -1.8345 0.1992 0.239
N 1.6788 -1.5003 0.8431 0.309
H -1.3471 1.7993 -1.6570 0.092
H -1.3363 0.1204 -1.3308 0.063
H -0.0511 0.5778 -2.0429 0.099
H 1.0302 1.7278 -0.1303 0.130
H -0.6060 2.0835 0.5344 0.134
H 0.6543 0.5256 1.8352 0.147
H -1.3752 -1.4307 -0.1381 0.118
H -0.1324 -2.6827 -0.1811 0.141
H 2.1209 -0.9495 1.5908 0.109
```

Results
Multiplicity: 2
LUMO energy (alpha / beta) in Ha: -0.1351 / -0.2859
⟨S²⟩: 0.77
Total charge: +1


5.
The following is a quantum chemistry calculation of a single C3H9N3O molecule, from OMol25.

XYZ file:
```
16
Properties=species:S:1:pos:R:3:lowdin_charge:R:1
N 2.5085 -0.1271 0.5967 -0.044
C 1.5304 -0.5620 -0.5067 -0.305
N 0.0973 -0.5669 -0.0947 -0.093
C -0.7307 0.5888 -0.6333 -0.155
C -2.1252 0.5584 -0.1484 -0.518
N -2.1104 0.4957 1.2437 0.125
O -3.1599 0.7507 -0.8494 0.003
H 3.5193 -0.3115 0.3362 0.074
H 2.2820 -0.6259 1.4955 0.066
H 1.6692 -1.7021 -0.7460 0.123
H 1.7386 0.0346 -1.4192 0.106
H -0.1958 -1.5279 -0.3659 0.114
H -0.8696 0.4832 -1.8228 0.160
H -0.1065 1.4173 -0.4417 0.105
H -2.9632 0.6974 1.7288 0.094
H -1.0840 0.3973 1.6271 0.147
```

Results
LUMO energy in Ha: 0.0300


6.
The following is a quantum chemistry calculation of a molecular structure, C3H9N3O, from OMol25.

XYZ file:
```
16
Properties=species:S:1:pos:R:3:lowdin_charge:R:1
C -0.4313 1.0305 1.4138 -0.161
C 1.2398 0.1455 -0.2897 -0.290
C 1.0217 -0.1795 -1.7771 -0.367
H -0.7993 -1.0881 0.0618 0.048
H -1.5290 -1.9064 1.3497 0.135
H -0.6624 2.0477 1.7236 0.097
H 0.0716 1.9706 -0.4865 0.186
H 1.2773 -0.8250 0.2409 0.117
H 2.2557 0.7468 0.0085 0.159
H 1.2062 0.9378 -2.2788 0.147
H 1.7615 -0.8383 -2.1736 0.099
H -0.8471 -0.3702 -0.8783 0.204
N -0.8857 -1.0747 1.1180 -0.063
N -0.9938 -0.0090 1.9374 -0.037
N 0.1464 0.9739 0.0020 -0.114
O -0.1981 -0.7357 -1.8814 -0.161
```

Results
LUMO energy in Ha: 0.0325


7.
The following is a quantum chemistry calculation of 2 unconnected molecules or ions with the total composition C3H9N3O, from OMol25.

XYZ file:
```
16
Properties=species:S:1:pos:R:3:lowdin_charge:R:1
N -0.9920 1.0836 1.4146 0.084
N -0.7585 0.9777 0.0274 -0.275
N -1.8574 0.8198 -0.8109 0.064
C 0.4955 1.0840 -0.4790 -0.391
O 1.4498 1.4670 0.1572 0.008
H -0.7713 2.0369 1.7311 0.093
H -0.3637 0.4538 1.8995 0.071
H -2.5569 1.5206 -0.6050 0.082
H -2.2712 -0.0980 -0.6508 0.085
H 0.4896 0.8907 -1.5747 0.131
C 1.1780 -1.6690 0.4778 -0.085
C 1.1780 -1.7207 -0.8490 -0.084
H 0.4864 -2.2487 1.0748 0.050
H 1.9247 -1.0861 1.0210 0.060
H 1.8857 -1.1632 -1.4445 0.055
H 0.4832 -2.3484 -1.3894 0.052
```

Results
LUMO energy in Ha: 0.0359


8.
The following is a quantum chemistry calculation of a single C3H9N3O molecule, from OMol25.

XYZ file:
```
16
Properties=species:S:1:pos:R:3:lowdin_charge:R:1
C 1.4435 -0.1940 -0.6546 -0.061
C 0.0314 -0.1411 -0.0984 -0.272
N -0.1693 1.4653 0.4956 -0.106
N -0.8616 2.1533 -0.5416 -0.072
C -0.3266 -0.9140 1.0830 -0.417
N -0.2804 -2.2188 0.2590 0.087
O -0.8924 -0.7560 2.1136 0.131
H 1.7007 0.7944 -1.0269 0.076
H 1.4990 -0.8973 -1.4839 0.074
H 2.1632 -0.4701 0.1133 0.084
H -0.7605 -0.0730 -0.8633 0.134
H -0.7333 1.4537 1.3485 0.070
H -1.8686 2.2171 -0.3942 0.069
H -0.4895 3.0946 -0.6137 0.061
H -1.0217 -2.8962 0.3763 0.075
H 0.5662 -2.6180 -0.1129 0.065
```

Results
LUMO energy in Ha: 0.0296